A molecular structure, C46H47As2N7O9RuS2. Source: the Open Molecules 2025 dataset; level of theory: ωB97M-V/def2-TZVPD.

As for the spin multiplicity: 2. The value obtained for the HOMO energy (spin up / spin down) is -9.4 / -9.6 eV. The total charge is +1. Its orbital gap (spin up / spin down) is 5.92 / 6.14 eV. The LUMO energy (spin up / spin down) is -3.443 / -3.443 eV.

Last column: Mulliken spin population.
Atoms and positions in Å:
Ru -1.1372 -0.0383 -1.6800  0.80
C -0.4895 -2.4882 1.2170  0.01
C -1.0404 -1.1458 0.9081  0.05
N -1.8789 -1.0809 -0.2038  0.16
N -3.2061 -0.7891 0.2219  -0.05
C -3.9466 -0.3610 -0.7281  0.03
S -3.3242 -0.0239 -2.3132  -0.01
S -5.6644 -0.0581 -0.4872  0.01
C -5.7996 -0.0551 1.3272  0.00
C -6.3187 -1.3299 1.9311  0.00
C -7.6202 -1.3786 2.4179  0.00
C -8.1100 -2.5263 3.0273  0.00
C -7.2978 -3.6423 3.1555  0.00
C -5.9971 -3.6038 2.6665  0.00
C -5.5103 -2.4568 2.0604  0.00
C -0.9523 -0.0185 1.6937  0.01
C -0.7416 -0.0514 3.1143  0.00
C -0.9455 1.0586 3.8593  0.00
C -1.3327 2.2823 3.2211  0.01
C -1.4647 2.3875 1.8764  -0.01
C -1.2078 1.2563 1.0434  -0.02
O -1.0639 1.4152 -0.2081  0.01
H 0.0344 -2.5207 2.1708  0.00
H 0.2134 -2.7939 0.4363  0.00
H -1.3082 -3.2097 1.2102  0.00
H -6.4911 0.7611 1.5352  0.00
H -4.8179 0.2115 1.7162  0.00
H -8.2587 -0.5072 2.3255  0.00
H -9.1242 -2.5448 3.4045  0.00
H -7.6727 -4.5354 3.6379  0.00
H -5.3591 -4.4735 2.7613  0.00
H -4.4971 -2.4201 1.6776  0.00
H -0.5321 -0.9997 3.5934  0.00
H -0.8622 1.0207 4.9371  0.00
H -1.5072 3.1560 3.8371  0.00
H -1.7117 3.3245 1.3953  0.00
C 1.0182 -1.0107 -4.2963  0.00
N 0.9591 0.2131 -3.5340  0.02
C 0.8696 1.4597 -4.2670  0.00
C -0.2633 2.2732 -3.7368  0.00
N -1.0765 1.8831 -2.7920  -0.01
C -1.9467 2.9684 -2.5648  0.00
C -2.9733 3.1551 -1.6379  0.00
C -3.6537 4.3540 -1.6697  0.00
C -3.3349 5.3616 -2.5948  0.00
C -2.3059 5.2021 -3.4976  0.00
C -1.6219 3.9923 -3.4486  0.00
N -0.5456 3.5153 -4.1848  0.00
C -0.0887 -1.9417 -3.9107  0.01
N -0.9685 -1.7494 -2.9546  -0.04
C -1.7907 -2.9011 -2.9552  0.03
C -2.8550 -3.2895 -2.1384  0.00
C -3.4580 -4.5003 -2.4082  0.00
C -3.0292 -5.3275 -3.4579  0.00
C -1.9644 -4.9703 -4.2552  0.00
C -1.3611 -3.7507 -3.9697  0.00
N -0.2820 -3.1085 -4.5578  0.00
H 1.9786 -1.5209 -4.1738  0.00
H 0.9093 -0.8031 -5.3646  0.00
H 1.6936 0.2774 -2.8439  0.00
H 0.7022 1.2737 -5.3313  0.00
H 1.7920 2.0356 -4.1727  0.00
H -3.2196 2.3914 -0.9187  0.01
H -4.4561 4.5232 -0.9641  0.00
H -3.9032 6.2819 -2.5942  0.00
H -2.0424 5.9804 -4.2012  0.00
H -0.0487 4.0089 -4.9054  0.00
H -3.1916 -2.6776 -1.3198  -0.01
H -4.2869 -4.8206 -1.7915  0.00
H -3.5389 -6.2641 -3.6391  0.00
H -1.6118 -5.6076 -5.0550  0.00
H 0.2779 -3.4564 -5.3168  0.00
C 2.8462 -2.2766 4.2495  0.00
O 2.9775 -2.8681 2.9531  0.00
C 2.7841 -2.2616 1.7686  0.00
O 2.6439 -2.9682 0.8038  0.00
C 2.5872 -0.7682 1.6691  0.01
C 2.8702 0.1118 2.6516  -0.01
As 4.8203 0.3989 2.8845  0.00
C 5.5535 -1.2680 2.1762  0.00
C 4.6976 1.3879 1.1013  0.00
C 3.8601 1.2021 0.0800  0.00
As 2.2157 0.0405 -0.0795  -0.02
C 3.1537 -1.2604 -1.2494  0.00
C 4.0016 1.9043 -1.2458  0.00
O 3.1218 1.8534 -2.0815  0.00
O 5.1670 2.4849 -1.4459  0.00
C 5.3322 3.2112 -2.6745  0.00
C 5.7200 2.4939 1.1809  0.00
O 5.5153 3.6620 1.0246  0.00
O 6.8915 1.9673 1.5775  0.00
C 7.9576 2.9101 1.8006  0.00
C 2.1531 1.4535 2.6539  0.00
O 1.6026 1.9325 1.6983  0.00
O 2.1654 2.1334 3.8069  0.00
C 2.3666 1.4513 5.0548  0.00
H 2.7964 -3.1183 4.9352  0.00
H 1.9345 -1.6863 4.3248  0.00
H 3.7052 -1.6588 4.5049  0.00
H 5.3143 -2.0931 2.8449  0.00
H 6.6344 -1.1380 2.1525  0.00
H 5.1948 -1.4845 1.1731  0.00
H 3.9111 -1.8449 -0.7378  0.00
H 3.6188 -0.6863 -2.0520  0.00
H 2.4164 -1.9549 -1.6504  0.00
H 6.3977 3.3904 -2.7657  0.00
H 4.7936 4.1546 -2.6086  0.00
H 4.9631 2.6296 -3.5157  0.00
H 8.7071 2.3776 2.3764  0.00
H 7.5881 3.7738 2.3466  0.00
H 8.3676 3.2304 0.8451  0.00
H 2.0792 2.1652 5.8204  0.00
H 3.4094 1.1718 5.1944  0.00
H 1.7258 0.5730 5.1186  0.00

Cartesian forces (eV/Å) of the 6 atoms listed first:
Ru 0.02 -0.05 -0.18
C 0.11 0.07 0.01
C -0.53 -0.09 0.12
N 0.38 -0.03 0.22
N 0.44 -0.13 -0.17
C -0.44 0.08 -0.05

=====

A molecular structure, C46H47BiN13O3S in a non-equilibrium geometry. Source: the Open Molecules 2025 dataset; level of theory: ωB97M-V/def2-TZVPD.

The relative energy (zero: lowest compared OMol25 entry of this formula, charge and spin) comes out at 0.0 kJ/mol. The value obtained for the HOMO energy is -10.1 eV. The total charge is +1. Its orbital gap is 7.24 eV. The LUMO energy is -2.858 eV.

Last column: Mulliken charge in e.
Atoms and positions in Å:
Bi -0.5636 0.3074 -0.3266  1.82
N 4.3698 1.4378 -2.6723  0.18
C 3.0582 1.6050 -2.4093  -0.66
N 2.5564 1.8876 -1.2578  0.28
C 3.4190 2.0586 -0.1827  0.22
N 2.9883 2.3995 0.9783  -1.05
N 1.6849 2.6126 1.2349  0.01
C 0.9630 3.4352 0.5917  -0.28
C -0.4573 3.6942 0.9464  0.58
C -0.8524 4.2799 2.1418  -0.63
C -2.1956 4.5758 2.3203  -0.39
C -3.0972 4.2738 1.3107  -0.77
C -2.6127 3.6640 0.1642  -0.38
N -1.3290 3.3748 -0.0147  0.06
C 4.8462 1.7773 -0.3571  0.97
C 5.7522 1.7775 0.7034  -0.38
C 7.0825 1.4908 0.4782  -0.81
C 7.5296 1.1960 -0.8078  -0.46
C 6.6478 1.1891 -1.8693  -0.95
C 5.3049 1.4744 -1.6428  0.02
H 4.6676 1.2099 -3.6068  0.31
H 2.3887 1.4743 -3.2484  0.26
H 1.3473 3.9815 -0.2709  0.36
H -0.1243 4.5198 2.9046  0.47
H -2.5325 5.0525 3.2318  0.48
H -4.1469 4.5146 1.4023  0.43
H -3.2731 3.4038 -0.6569  0.54
H 5.3823 1.9898 1.6963  0.48
H 7.7807 1.4817 1.3037  0.42
H 8.5746 0.9770 -0.9794  0.41
H 6.9878 0.9579 -2.8715  0.43
N 0.0618 1.0184 3.5677  0.10
C -1.2420 1.1163 3.3110  -1.20
N -2.0266 1.4004 4.3513  -0.70
C -3.3205 1.5152 4.0895  -0.28
N -4.1364 1.8579 5.0951  -0.33
N -3.8687 1.3254 2.8789  -1.11
C -3.0296 0.9665 1.9287  0.73
N -1.7026 0.8799 2.0490  2.55
C -3.6687 0.5991 0.6378  -0.14
C -5.0549 0.5486 0.5899  -0.83
C -5.6851 0.0769 -0.5464  -1.01
C -4.9083 -0.3094 -1.6234  -1.37
C -3.5356 -0.1996 -1.5223  -0.76
N -2.9222 0.2489 -0.4215  1.18
H 0.3114 1.2751 4.5092  0.38
H 0.7325 1.2343 2.8245  0.24
H -3.7498 1.9570 6.0162  0.26
H -5.1256 1.9185 4.9386  0.25
H -5.6078 0.8534 1.4629  0.66
H -6.7628 -0.0066 -0.5788  0.48
H -5.3499 -0.6961 -2.5301  0.57
H -2.8823 -0.4851 -2.3312  0.52
C 0.2534 -2.0778 7.3817  -1.50
C -0.2231 -2.1618 5.9598  0.90
C 0.6431 -2.5929 4.9548  -1.18
C 0.2234 -2.6869 3.6408  -0.19
C -1.0771 -2.3260 3.3166  0.26
C -1.9456 -1.8717 4.2935  -0.58
C -1.5176 -1.7964 5.6091  -0.90
S -1.7154 -2.5308 1.6704  1.25
O -1.7042 -3.9265 1.3478  -0.73
O -2.9747 -1.8528 1.5917  -0.76
N -0.6570 -1.7245 0.6748  -0.03
C 0.5444 -2.2864 0.2954  0.94
C 0.9592 -3.6171 0.4783  -0.89
C 2.1962 -3.9889 0.0012  -1.01
C 3.0040 -3.0582 -0.6476  -1.07
C 2.5145 -1.7833 -0.8044  -0.32
N 1.3255 -1.3997 -0.3326  -0.08
H 0.9267 -2.9020 7.6133  0.40
H -0.5808 -2.1043 8.0803  0.39
H 0.8023 -1.1472 7.5395  0.28
H 1.6577 -2.8764 5.2058  0.44
H 0.8985 -3.0468 2.8796  0.50
H -2.9508 -1.5930 4.0029  0.61
H -2.2099 -1.4586 6.3701  0.37
H 0.2888 -4.3250 0.9355  0.74
H 2.5305 -5.0115 0.1185  0.46
H 3.9749 -3.3338 -1.0323  0.51
H 3.0853 -1.0287 -1.3253  0.23
C -1.9586 1.4522 -4.5227  -1.63
C -0.4525 1.7000 -4.3546  0.37
C -0.2052 2.6895 -3.2139  -1.73
C 0.3169 0.3906 -4.2278  -0.88
C 1.3583 0.1805 -5.1243  -0.44
C 2.0646 -1.0108 -5.1353  -1.35
C 1.5960 -2.0643 -4.3754  -0.76
C 0.4807 -1.9408 -3.5440  0.32
C -0.1435 -3.2603 -3.0775  1.25
C -0.3516 -4.1526 -4.3165  -1.55
C -1.5059 -3.1777 -2.3855  -1.47
C -0.0370 -0.6442 -3.3272  1.11
O -0.9386 -0.3837 -2.3444  0.28
H -2.4337 2.3212 -4.9800  0.44
H -2.4258 1.2662 -3.5581  0.15
H -2.1370 0.5875 -5.1631  0.41
H -0.0936 2.1608 -5.2787  0.77
H -0.4789 2.2627 -2.2542  0.43
H -0.8056 3.5885 -3.3638  0.50
H 0.8435 2.9891 -3.1690  0.28
H 1.6171 0.9688 -5.8230  0.45
H 2.9115 -1.1444 -5.7972  0.46
H 2.0822 -3.0286 -4.4547  0.45
H 0.5649 -3.7638 -2.4147  -0.18
H -0.9383 -3.6183 -5.0657  0.41
H -0.8875 -5.0569 -4.0270  0.45
H 0.5870 -4.4516 -4.7789  0.40
H -2.2338 -2.7255 -3.0628  0.24
H -1.4952 -2.6091 -1.4682  0.07
H -1.8462 -4.1854 -2.1419  0.51

Cartesian forces (eV/Å) of the 6 atoms listed first:
Bi 0.41 -0.06 -0.20
N -0.05 0.02 -0.01
C 0.08 -0.05 -0.02
N -0.15 -0.21 -0.13
C -0.53 -0.03 0.12
N 0.99 0.36 0.08

=====

2 unconnected molecules or ions with the total composition C46H47N2O3 in a non-equilibrium geometry. Source: the Open Molecules 2025 dataset; level of theory: ωB97M-V/def2-TZVPD.

The value obtained for the HOMO energy is -7.5 eV. The total charge is +1. Its orbital gap is 2.36 eV. The LUMO energy is -5.155 eV.

Last column: Mulliken charge in e.
Atoms and positions in Å:
C -3.6162 -5.0765 -9.3452  -0.78
O -3.8335 -3.8389 -8.6498  -0.42
C -3.5522 -3.7170 -7.3240  0.79
C -3.8432 -2.4614 -6.7302  -0.59
C -3.5896 -2.2251 -5.3949  -0.61
C -3.0494 -3.2341 -4.5453  0.14
C -2.8416 -2.9969 -3.1363  -0.58
C -3.2475 -3.9143 -2.1442  0.45
C -3.1682 -3.5845 -0.7501  -0.28
C -3.2912 -4.5765 0.2039  0.62
C -3.5528 -5.9186 -0.1914  0.03
O -3.4478 -6.8388 0.8002  -0.47
C -3.0978 -6.0888 2.0381  -0.59
C -3.0513 -4.5999 1.6841  0.10
C -3.8570 -6.2308 -1.5256  -1.20
C -3.7718 -5.2275 -2.4577  -0.50
C -2.7522 -4.4844 -5.1657  -0.83
C -3.0289 -4.7446 -6.5002  -0.29
H -3.8194 -4.8353 -10.3882  0.25
H -2.5840 -5.4252 -9.2399  0.34
H -4.3111 -5.8515 -9.0040  0.34
H -4.2567 -1.6897 -7.3821  0.42
H -3.8320 -1.2520 -4.9647  0.41
H -2.4653 -2.0273 -2.8265  0.56
H -2.9690 -2.5566 -0.4438  0.48
H -3.8613 -6.3388 2.7827  0.32
H -2.1286 -6.4641 2.3871  0.29
H -2.0891 -4.1563 1.9548  0.38
H -3.8212 -4.0527 2.2372  -0.08
H -4.1086 -7.2571 -1.7835  0.45
H -4.0615 -5.4534 -3.4812  0.82
H -2.2900 -5.2736 -4.5693  0.68
H -2.8357 -5.7358 -6.9220  0.37
C 7.2543 4.8818 1.6856  -1.72
C 5.7852 4.6095 1.7934  0.72
C 5.2913 3.8132 2.8252  -0.84
C 3.9236 3.5580 2.9710  0.69
C 3.4979 2.9089 4.2475  -1.73
C 3.0465 3.9793 1.9512  0.07
N 1.6504 3.6377 1.9615  1.19
C 1.0631 2.4122 1.8381  -0.16
C 1.7140 1.1402 2.1552  1.04
C 2.6486 0.5520 1.1993  0.10
C 3.5306 -0.4415 1.8573  -2.22
C 3.0640 1.2875 0.0306  0.87
C 2.1996 1.9829 -0.8547  0.53
C 2.7217 2.7068 -1.9249  -0.84
C 4.1063 2.8091 -2.1117  -0.47
C 4.9684 2.1839 -1.2082  -0.73
C 4.4576 1.3831 -0.2014  -1.12
O 1.5039 0.6055 3.2689  -0.84
N -0.2687 2.5688 2.0683  0.67
C -1.1941 1.5400 2.4133  0.22
C -1.3112 0.3726 1.6341  0.98
C -0.6130 0.1782 0.3308  -0.38
C -2.1573 -0.6476 2.0794  -0.92
C -3.0122 -0.4508 3.1633  0.58
C -4.0543 -1.4709 3.5081  -1.51
C -2.8826 0.7120 3.9187  -1.12
C -1.9486 1.6956 3.5872  1.05
C -1.7762 2.8478 4.5197  -1.49
C -0.5427 3.9392 2.0534  -1.60
C 0.6234 4.5929 1.9985  -0.52
C 3.5119 4.8628 0.9610  1.50
C 2.6100 5.4853 -0.0501  -2.22
C 4.8771 5.1682 0.8979  -0.89
H 7.4730 5.4538 0.7794  0.36
H 7.6230 5.4525 2.5484  0.37
H 7.8238 3.9450 1.6497  0.37
H 5.9827 3.4152 3.5728  0.49
H 2.4623 3.1238 4.5270  0.18
H 3.6462 1.8217 4.2302  0.20
H 4.1386 3.2887 5.0592  0.62
H 4.2147 -0.9061 1.1424  0.49
H 4.1483 0.0632 2.6290  0.29
H 2.9175 -1.1973 2.3707  0.34
H 1.1186 1.9144 -0.7125  0.22
H 2.0441 3.2125 -2.6190  0.36
H 4.5092 3.3895 -2.9435  0.40
H 6.0494 2.3082 -1.2789  0.42
H 5.1270 0.8755 0.4967  0.29
H -1.0496 -0.6771 -0.2033  -0.17
H -0.6929 1.0486 -0.3266  0.37
H 0.4476 -0.0676 0.4609  0.03
H -2.1917 -1.5964 1.5364  0.17
H -4.7400 -1.0782 4.2667  0.35
H -4.6402 -1.7416 2.6193  0.32
H -3.6026 -2.3926 3.8995  0.26
H -3.5120 0.8606 4.7977  0.31
H -2.3952 2.6512 5.4020  0.40
H -0.7441 2.9657 4.8740  0.20
H -2.1236 3.7980 4.0980  0.39
H -1.5462 4.3136 2.1747  0.87
H 0.8357 5.6512 2.0420  0.73
H 3.2219 5.8700 -0.8750  0.42
H 1.9025 4.7734 -0.4872  0.33
H 2.0557 6.3394 0.3627  0.44
H 5.2335 5.8453 0.1166  0.29

Cartesian forces (eV/Å) of the 6 atoms listed first:
C 0.01 0.08 0.13
O 0.28 0.18 1.23
C -0.24 -0.30 0.02
C 0.09 -0.19 -0.34
C 0.41 0.03 0.17
C 0.47 -0.43 -0.92

=====

A molecular structure, C46H48AsLuN3 in a non-equilibrium geometry. Source: the Open Molecules 2025 dataset; level of theory: ωB97M-V/def2-TZVPD.

The relative energy (zero: lowest compared OMol25 entry of this formula, charge and spin) comes out at 59.9 kJ/mol. The value obtained for the HOMO energy (spin up / spin down) is -0.9 / -0.5 eV. The total charge is -1. Its orbital gap (spin up / spin down) is 3.38 / 2.95 eV. The LUMO energy (spin up / spin down) is 2.524 / 2.448 eV.

Last column: Mulliken charge in e.
Atoms and positions in Å:
Lu 0.0948 0.2853 0.4771  0.73
N -1.0676 2.1264 0.3251  0.25
N 0.7566 2.2895 -2.0701  0.72
C 0.1674 -1.9531 -0.5069  0.45
C -0.6639 -1.2104 -1.3960  0.27
C -1.8002 -0.7583 -0.6691  0.77
C -2.9540 -0.0157 -1.2401  -1.61
H -2.8833 0.0511 -2.3305  0.41
H -3.0099 1.0109 -0.8569  0.08
H -3.9091 -0.5047 -1.0006  0.48
C -1.7121 -1.2676 0.6695  0.59
C -2.7766 -1.1768 1.6985  -0.87
H -2.8993 -2.1382 2.2104  0.39
H -3.7323 -0.8963 1.2421  0.39
H -2.5750 -0.4266 2.4763  -0.08
C -0.4808 -2.0055 0.7738  -0.11
C 0.0361 -2.6839 1.9881  -0.45
H 0.3736 -1.9968 2.7863  -0.41
H 0.8997 -3.3176 1.7539  0.36
H -0.7545 -3.3121 2.4179  0.34
C -0.4993 -1.0791 -2.8663  -1.61
H -1.4540 -1.2451 -3.3791  0.45
H 0.2114 -1.8082 -3.2631  0.41
H -0.1507 -0.0799 -3.1451  0.13
C 1.4603 -2.5942 -0.8567  -1.62
H 2.3323 -1.9757 -0.5891  -0.08
H 1.5341 -2.7585 -1.9384  0.47
H 1.5770 -3.5553 -0.3391  0.60
C -1.7811 2.3338 1.4843  0.00
H -1.9381 1.4643 2.1536  -0.03
C -2.2932 3.5871 1.7940  -0.72
H -2.8637 3.7032 2.7108  0.38
C -2.0541 4.6851 0.9614  -0.68
H -2.3608 5.6909 1.2638  0.34
C -1.4452 4.4500 -0.2567  -0.91
H -1.2477 5.2387 -0.9829  0.38
C -0.9954 3.1519 -0.6127  0.85
C -0.4203 2.9531 -1.8904  -1.15
H -0.6615 3.6048 -2.7336  0.29
C 1.3430 1.3096 -1.2405  -1.13
C 1.5481 2.5580 -3.1896  -0.89
H 1.2267 3.2402 -3.9491  0.48
C 2.6809 1.8922 -3.0091  -0.98
H 3.5812 1.9212 -3.5867  0.89
N 2.5195 1.0352 -1.9229  1.18
C 3.4370 -0.0396 -1.7140  -0.16
C 3.7660 -0.8323 -2.8424  1.14
C 4.7922 -1.7733 -2.7288  -1.24
H 5.1050 -2.3130 -3.6235  0.23
C 5.4508 -2.0181 -1.5277  0.68
C 6.4900 -3.0924 -1.4410  -1.58
H 6.2320 -3.8533 -0.6990  0.32
H 7.4658 -2.6854 -1.1653  0.34
H 6.5966 -3.5898 -2.4057  0.36
C 5.1277 -1.2199 -0.4322  -1.12
H 5.7147 -1.3329 0.4806  0.27
C 4.1312 -0.2323 -0.4931  1.86
C 3.9883 0.6915 0.6721  -1.68
H 4.0909 1.7445 0.3808  0.20
H 4.7954 0.4703 1.3856  0.52
H 3.0474 0.5782 1.2384  0.00
C 3.1416 -0.6668 -4.1976  -1.50
H 3.4418 0.2789 -4.6724  0.37
H 2.0426 -0.7402 -4.1922  0.10
H 3.5239 -1.4705 -4.8443  0.41
C 2.9758 -0.5005 7.9613  -0.49
C 2.3373 0.7418 7.9044  -0.58
C 1.5088 1.0610 6.8198  -0.26
C 1.3033 0.1155 5.8121  0.23
C 2.0172 -1.0963 5.8131  -0.52
C 2.8347 -1.4096 6.9048  -0.46
As -0.1261 0.2914 4.4560  0.86
C -1.4674 -0.6321 5.6061  0.27
C -1.9672 -1.8537 5.1282  -0.08
C -2.8281 -2.6098 5.9277  -0.64
C -3.1541 -2.1724 7.2166  -0.50
C -2.6281 -0.9724 7.7032  -0.81
C -1.7696 -0.2068 6.9032  -0.23
C -0.6007 2.1650 4.8048  0.36
C -1.8273 2.5542 5.3503  -0.16
C -2.0630 3.9061 5.6254  -0.86
C -1.1025 4.8683 5.3078  -0.44
C 0.1002 4.4844 4.7015  -0.71
C 0.3469 3.1343 4.4336  -0.53
H 3.5938 -0.7588 8.8234  0.33
H 2.4723 1.4720 8.7027  0.37
H 1.0240 2.0357 6.7754  0.31
H 1.9155 -1.7899 4.9755  0.34
H 3.3592 -2.3673 6.9320  0.38
H -1.6706 -2.2181 4.1419  0.04
H -3.2340 -3.5447 5.5390  0.41
H -3.8150 -2.7744 7.8413  0.35
H -2.8799 -0.6267 8.7063  0.38
H -1.3422 0.7154 7.2980  0.48
H -2.5912 1.8130 5.5799  0.45
H -3.0053 4.1971 6.0911  0.34
H -1.2892 5.9226 5.5212  0.35
H 0.8521 5.2351 4.4441  0.38
H 1.2819 2.8299 3.9578  0.36

Cartesian forces (eV/Å) of the 6 atoms listed first:
Lu 1.37 2.78 0.56
N 1.02 -0.63 -0.95
N 0.67 -1.79 0.68
C -1.08 -0.32 0.34
C -0.38 -0.54 0.79
C 0.01 -1.14 0.29